[1]
29
Properties=species:S:1:pos:R:3:forces:R:3:lowdin_charge:R:1 method="wB97M-V/def2-TZVPD" energy_ha=-855.90767 fmax_ha_per_bohr=0.122 lumo_ha=0.1122 multiplicity=1 homo_lumo_gap_ev=9.139 mol_weight_da=210.2 charge=-1 homo_ev=-6.087
C -1.85939 2.25825 -0.98064 -0.619 -0.615 4.897 -0.30
N -0.77392 2.45806 -0.16140 0.909 -0.117 -0.867 0.03
C -0.63029 1.77974 1.10946 -0.714 -1.284 0.724 -0.11
C -0.05981 0.34840 0.92687 -1.566 -1.926 3.055 -0.60
O 1.16669 0.24126 1.14981 -0.116 -0.108 -1.208 -0.04
O -0.91489 -0.63049 1.01364 1.523 1.409 -1.207 -0.10
O -2.90124 1.82777 -0.48321 0.594 0.647 -1.686 -0.01
H -1.70320 2.65489 -1.92723 -0.014 0.474 -2.309 0.11
H 0.11246 2.42311 -0.64895 0.052 0.527 -0.237 0.13
H 0.20626 2.13925 1.75454 -1.129 0.906 -0.570 0.13
H -1.64434 1.67899 1.62298 1.540 0.406 -0.674 0.14
H -3.20945 -0.05613 -0.91145 -1.134 -0.785 1.649 0.01
H -3.87922 -0.90846 0.35795 0.821 0.776 -1.057 0.04
O -3.96704 -0.60385 -0.56896 0.040 -0.388 -0.509 -0.12
H 0.40118 -3.11273 -1.45190 -2.017 2.329 -0.368 -0.07
H 1.47988 -3.76173 -0.88930 0.994 -0.579 0.341 0.01
O 0.86957 -3.89843 -1.60700 1.333 -2.126 -0.042 -0.06
H 0.42197 -2.30678 1.86584 -0.104 -0.080 -0.342 0.00
H 0.77230 -3.77801 1.41826 -0.240 0.624 0.274 0.02
O 0.80150 -3.15097 2.15888 0.212 -0.414 -0.022 -0.08
H 2.83053 0.68831 0.85377 -0.715 0.495 0.121 -0.01
H 3.91689 -0.14875 1.13744 0.875 -1.040 0.305 0.03
O 3.80289 0.73314 0.81918 -0.387 0.310 0.106 -0.07
H -0.75651 -1.33370 -0.58299 -0.148 0.168 0.591 0.01
H -1.10680 -1.68102 -2.00475 -4.950 -0.399 -3.848 -0.03
O -0.43319 -1.62625 -1.45300 4.803 0.562 3.350 0.00
H 3.43434 1.81574 -0.57752 0.310 -0.494 1.076 -0.04
H 3.37689 1.49450 -2.00865 -0.369 -1.399 -1.267 0.00
O 3.58334 2.19130 -1.43089 0.219 2.121 -0.277 -0.04

***

[2]
24
Properties=species:S:1:pos:R:3:forces:R:3:lowdin_charge:R:1 method="wB97M-V/def2-TZVPD" smiles="C/C=C/C.O.O.O.O" energy_ha=-462.92171 fmax_ha_per_bohr=0.023 lumo_ha=0.0072 multiplicity=1 homo_lumo_gap_ev=9.634 mol_weight_da=128.2 charge=0 homo_ev=-9.438
C 0.87227 0.04678 -2.54711 0.210 0.593 0.740 -0.11
C -0.27958 -0.39997 -1.70358 -0.694 -0.692 0.188 -0.20
C -0.18205 -1.42269 -0.85364 0.191 -0.045 -0.589 -0.18
C -1.27401 -2.07420 -0.07318 0.010 0.915 0.765 -0.09
H 0.71129 -0.02288 -3.61250 -0.064 -0.441 -0.309 0.07
H 1.13273 1.09757 -2.40534 -0.020 0.209 0.100 0.05
H 1.75630 -0.49516 -2.20673 0.036 -0.155 -0.449 0.08
H -1.29364 -0.01132 -1.84395 0.352 0.302 -0.194 0.10
H 0.77984 -1.92282 -0.81080 0.183 0.070 0.273 0.10
H -2.25724 -1.93828 -0.50741 -0.121 -0.342 -0.436 0.07
H -1.01040 -3.10019 0.13392 -0.295 -0.401 -0.184 0.07
H -1.36984 -1.61510 0.91672 0.254 -0.108 -0.044 0.05
H -1.54715 2.56866 -1.11016 0.100 -0.431 -0.124 0.03
H -0.07081 2.27612 -1.59864 -0.571 -0.110 0.136 -0.01
O -0.72386 2.96038 -1.40440 0.376 0.558 0.082 -0.05
H 2.59639 0.28173 0.53436 -0.161 0.086 0.291 0.02
H 2.27593 0.68360 2.00681 -0.135 0.089 -0.201 0.02
O 2.86890 0.16964 1.45284 0.258 -0.164 -0.073 -0.05
H -0.45169 -0.27768 2.55879 -0.016 -0.310 0.308 -0.01
H 0.47435 -1.09848 3.43741 -0.091 -0.156 -0.036 0.04
O -0.32850 -1.18134 2.90946 0.155 0.455 -0.057 -0.08
H -1.55814 1.90293 2.69466 0.075 0.099 -0.272 0.06
H -0.46882 1.90860 1.55975 -0.338 0.238 -0.014 0.04
O -0.65227 1.66407 2.47274 0.306 -0.261 0.101 -0.04

***

[3]
34
Properties=species:S:1:pos:R:3:forces:R:3:lowdin_charge:R:1 method="wB97M-V/def2-TZVPD" s2=2.018 energy_ha=-2019.45183 fmax_ha_per_bohr=0.018 lumo_ha="-0.0024 / -0.0224" multiplicity=3 homo_lumo_gap_ev="5.751 / 6.634" mol_weight_da=514.6 charge=0 homo_ev="-5.817 / -7.244"
Pt 0.03728 0.53616 -1.20334 0.274 0.152 0.101 0.40
C 0.61660 5.11475 -1.30365 -0.025 -0.045 -0.007 -0.14
C 0.54611 3.65203 -0.92767 0.036 0.050 0.043 -0.80
S 0.17008 2.56405 -2.17897 -0.016 -0.019 -0.163 0.52
C 0.80955 3.21584 0.35768 0.076 0.198 0.043 -0.81
C 1.14573 4.17728 1.47586 0.008 -0.061 -0.026 -0.13
S 0.80418 1.56781 0.75318 0.045 -0.097 0.136 0.56
H 0.32257 5.26174 -2.34140 0.009 -0.058 0.001 0.05
H 1.62982 5.50535 -1.18337 -0.002 -0.014 0.008 0.08
H -0.04513 5.72065 -0.68107 -0.005 -0.027 0.004 0.08
H 1.21519 5.20727 1.13142 -0.010 -0.016 -0.020 0.06
H 2.09883 3.91465 1.93781 -0.007 -0.032 -0.024 0.07
H 0.39004 4.13419 2.26276 -0.019 -0.017 -0.025 0.07
N -1.12077 -3.18022 0.51248 0.196 -0.223 0.125 0.18
C 0.23917 -3.47480 0.53532 -0.322 -0.132 0.071 -0.18
C 0.96381 -4.55597 1.02758 -0.020 0.028 0.000 -0.02
C 2.33361 -4.49954 0.86736 0.085 0.100 -0.060 -0.09
C 2.96203 -3.40718 0.23649 -0.084 -0.090 0.061 -0.08
C 2.23226 -2.34338 -0.25111 0.045 -0.022 0.026 0.00
C 0.85080 -2.39716 -0.09153 0.124 0.354 -0.236 -0.22
N -0.11854 -1.48000 -0.48289 0.079 0.090 0.000 -0.02
C -1.26443 -1.97926 -0.09949 -0.546 0.197 -0.030 -0.26
C -2.54128 -1.27425 -0.30192 0.931 -0.019 -0.058 -0.32
C -3.76133 -1.55682 0.21248 -0.240 -0.266 0.037 -0.35
S -4.87753 -0.38259 -0.30770 -0.217 0.212 0.166 1.04
C -3.62004 0.44497 -1.12733 0.155 -0.118 -0.201 -0.43
N -2.46494 -0.13611 -1.06493 -0.492 -0.083 0.082 -0.03
H -1.86138 -3.74011 0.89398 -0.004 -0.012 -0.025 0.16
H 0.48447 -5.39569 1.51303 0.005 0.005 -0.001 0.11
H 2.94188 -5.31412 1.23845 -0.005 0.011 -0.011 0.10
H 4.03942 -3.40513 0.13691 -0.016 -0.014 0.009 0.10
H 2.69092 -1.48948 -0.73295 -0.019 -0.009 0.008 0.11
H -4.05887 -2.37054 0.85599 0.013 0.035 -0.059 0.08
H -3.79014 1.36559 -1.66945 -0.029 -0.061 0.024 0.09

***

[4]
9
Properties=species:S:1:pos:R:3:forces:R:3:lowdin_charge:R:1 method="wB97M-V/def2-TZVPD" smiles="FSP(Cl)(Cl)=NP(F)Cl" energy_ha=-2716.06050 fmax_ha_per_bohr=0.047 lumo_ha=-0.0372 multiplicity=1 homo_lumo_gap_ev=8.943 mol_weight_da=252.4 charge=0 homo_ev=-9.955
N 0.40642 0.39802 -0.30083 -1.309 1.001 0.391 -0.56
F 1.99520 -1.17900 0.34393 0.672 1.250 0.819 -0.39
F -1.46726 -2.07658 -0.03811 -0.497 0.611 -0.343 -0.51
P 1.74152 0.42579 0.70160 -0.358 -2.167 -1.005 0.39
P -1.07002 0.68195 0.02399 0.219 0.476 -1.216 -0.29
S -2.33629 -0.85646 -0.70808 0.738 0.049 0.498 0.67
Cl 3.05942 1.27954 -0.60323 0.298 0.065 -0.043 0.18
Cl -1.90163 2.35577 -0.98993 0.453 -1.473 0.948 0.22
Cl -1.47754 0.93508 1.96977 -0.215 0.188 -0.051 0.30